Molecular formula: H14O7
Method: DFT, wB97M-V/def2-TZVPD

Results
Charge = 0
E = -14558.597 eV
HOMO-LUMO gap = 0.40531 Ha
Multiplicity = 1
Lowest unoccupied orbital energy = 0.4 eV
ΔE to the lowest compared entry with this formula, charge and spin = 276.4 kJ/mol
Structure (SMILES) = O.O.O.O.O.O.O

Geometry (Å):
H1 0.369991 0.538308 -0.819825
H2 -0.179256 -0.861673 -1.039878
H3 -0.288374 -3.678415 2.259419
H4 -1.683555 -3.198513 1.894444
H5 0.781935 3.218593 -4.381742
H6 0.739218 4.139048 -3.173032
H7 -4.683557 -1.226017 0.873595
H8 -3.178318 -1.282113 0.670742
H9 3.367746 -3.046294 0.251060
H10 3.462237 -2.529733 1.677341
H11 3.133821 -0.976506 2.397235
H12 3.562437 0.471529 2.225418
H13 -2.572662 3.708297 -0.802809
H14 -3.219764 4.465035 -1.951133
O1 0.384288 -0.350782 -0.447932
O2 -1.105113 -3.348504 2.650683
O3 1.204161 3.373605 -3.529283
O4 -3.987580 -0.948423 0.267337
O5 3.458906 -2.233058 0.760301
O6 2.885669 -0.158171 1.952559
O7 -2.452229 3.923786 -1.734500

Forces on the atoms, in the same order (eV/Å):
0.085 -0.026 0.046
0.068 0.087 0.007
-0.046 0.092 0.057
0.087 -0.040 0.107
0.053 -0.027 0.097
-0.001 -0.097 0.048
0.016 0.058 -0.078
-0.010 0.171 -0.047
0.051 -0.015 -0.003
0.072 -0.304 -0.267
-0.163 0.559 -0.081
-0.089 0.011 0.000
0.062 -0.048 -0.076
0.080 -0.060 -0.025
-0.235 -0.084 -0.124
-0.037 -0.076 -0.165
-0.089 0.093 -0.109
0.015 -0.169 0.140
0.149 -0.824 -0.290
0.042 0.586 0.683
-0.111 0.112 0.080

natural (NBO) atomic charge list, values in e, 4 entries: number 1, H, carries 0.473; number 2, H, carries 0.458; number 3, H, carries 0.469; number 4, H, carries 0.461

Molecular formula: C25H35N4ORuSb
Method: DFT, wB97M-V/def2-TZVPD

Results
Charge = +3
E = -43595.158 eV
HOMO-LUMO gap (alpha / beta) = 0.28372 / 0.25350 Ha
Multiplicity = 2
Expectation value of S² = 0.76
Lowest unoccupied orbital energy (alpha / beta) = -9.8 / -10.5 eV
ΔE to the lowest compared entry with this formula, charge and spin = 0.0 kJ/mol

Geometry (Å):
Ru1 0.001325 -0.261849 0.437925
C1 -2.151275 -1.384087 -1.513161
C2 -3.317890 -0.928227 -0.671990
C3 -3.074160 0.286039 0.166637
C4 -3.968542 1.339933 0.170907
C5 -3.791710 2.394469 1.052303
C6 -2.741901 2.347776 1.954798
C7 -1.883891 1.269850 1.906942
N1 -2.011063 0.260854 1.002793
N2 -0.971268 -1.915683 -0.777681
C8 -1.311108 -3.025345 0.146434
C9 -1.127174 -2.683216 1.586186
C10 -1.726972 -3.436936 2.578141
C11 -1.398843 -3.199331 3.904113
C12 -0.470206 -2.211033 4.205425
C13 0.061197 -1.473431 3.171347
N3 -0.262024 -1.706768 1.885807
C14 0.028228 -2.348776 -1.781942
C15 1.428567 -2.118950 -1.330538
C16 2.510103 -2.446235 -2.130011
C17 3.787236 -2.134014 -1.693201
C18 3.952900 -1.536319 -0.447933
C19 2.831642 -1.244647 0.293483
N4 1.585524 -1.522141 -0.147085
H1 -1.804638 -0.550092 -2.119322
H2 -2.513434 -2.158513 -2.197627
H3 -3.661338 -1.727242 -0.008657
H4 -4.140247 -0.726457 -1.357295
H5 -4.820420 1.316595 -0.495420
H6 -4.486883 3.224561 1.059770
H7 -2.614516 3.113564 2.706888
H8 -1.112872 1.143268 2.651679
H9 -0.652218 -3.871082 -0.063012
H10 -2.327248 -3.381058 -0.025038
H11 -2.437191 -4.209491 2.313060
H12 -1.851362 -3.789196 4.690675
H13 -0.168264 -2.011836 5.223909
H14 0.780820 -0.686493 3.354302
H15 -0.128970 -1.798412 -2.707893
H16 -0.114605 -3.405971 -2.022969
H17 2.350815 -2.938871 -3.081283
H18 4.646221 -2.351893 -2.315181
H19 4.936324 -1.317777 -0.055603
H20 2.903602 -0.799574 1.277075
C20 0.695313 3.720908 2.583100
Sb1 1.061778 2.418811 0.952355
C21 0.006993 3.494086 -0.551366
C22 3.109030 2.784375 0.548977
H21 1.096677 4.687589 2.278715
H22 1.200899 3.383246 3.484677
H23 -0.372230 3.811894 2.762369
H24 0.716674 4.135545 -1.072886
H25 -0.735825 4.117219 -0.056768
H26 -0.482174 2.831600 -1.259590
H27 3.167422 3.635994 -0.126829
H28 3.591359 1.916604 0.108085
H29 3.593857 3.031154 1.491884
C23 2.597089 1.561560 -2.929362
C24 1.286821 0.931204 -2.600892
C25 0.396242 0.597538 -3.748131
O1 0.976493 0.738341 -1.418952
H30 2.949993 1.257778 -3.913883
H31 3.347223 1.347016 -2.171728
H32 2.446798 2.646561 -2.966643
H33 0.322328 1.455354 -4.420651
H34 -0.597386 0.298436 -3.433395
H35 0.862357 -0.198778 -4.336842

Forces on the atoms, in the same order (eV/Å):
-0.363 -2.476 -2.106
-0.170 -0.208 -0.205
-0.009 0.001 0.070
0.147 -0.174 0.083
-0.103 -0.060 0.068
-0.061 0.098 -0.037
-0.010 -0.098 0.135
-0.560 -0.266 0.125
0.767 1.443 0.104
0.468 1.021 0.530
-0.096 -0.156 -0.115
-0.024 -0.251 0.161
0.063 -0.018 0.068
-0.013 -0.032 -0.009
0.031 -0.053 -0.011
0.094 -0.095 0.072
-0.101 1.329 0.516
-0.139 -0.160 -0.208
0.149 -0.119 0.002
0.020 -0.122 0.053
0.017 0.024 -0.018
0.025 -0.094 0.024
-0.064 -0.222 0.168
0.501 1.099 0.288
0.057 -0.006 0.011
0.095 -0.055 0.008
-0.069 0.007 -0.027
-0.031 -0.033 0.019
0.017 0.002 -0.010
0.000 -0.011 -0.012
0.002 -0.012 0.006
0.089 0.057 -0.039
-0.001 -0.002 -0.018
0.012 -0.004 -0.103
0.038 -0.019 -0.011
-0.010 0.025 0.005
-0.002 0.017 -0.010
-0.055 0.069 -0.047
-0.095 0.031 0.017
-0.056 0.019 -0.063
-0.002 -0.003 0.014
-0.003 -0.059 0.028
-0.013 0.039 -0.004
-0.018 0.069 -0.023
0.136 -0.129 0.002
-0.279 -0.678 0.228
0.045 0.010 0.070
-0.058 -0.047 0.063
-0.028 0.029 0.078
-0.005 0.022 0.013
0.013 0.023 0.011
-0.041 0.022 -0.018
-0.001 0.023 -0.036
-0.031 0.019 0.010
0.067 -0.001 0.012
-0.004 0.005 -0.015
0.039 0.015 -0.029
0.071 -0.064 0.002
0.007 0.117 -0.017
-0.052 0.045 0.069
-0.367 -0.032 0.078
-0.002 0.023 0.001
-0.028 0.006 0.027
-0.022 -0.009 -0.016
0.037 0.005 0.006
-0.028 0.032 -0.024
0.008 0.019 -0.011

natural (NBO) atomic charge list, values in e, 4 entries: number 1, Ru, carries 0.889; number 2, C, carries -0.217; number 3, C, carries -0.462; number 4, C, carries 0.253

Molecular formula: C37H26Cl3N3O7SV
Method: DFT, wB97M-V/def2-TZVPD

Results
Charge = +1
E = -131682.110 eV
HOMO-LUMO gap (alpha / beta) = 0.25071 / 0.26708 Ha
Multiplicity = 3
Expectation value of S² = 2.01
Lowest unoccupied orbital energy (alpha / beta) = -3.6 / -3.2 eV
ΔE to the lowest compared entry with this formula, charge and spin = 41.1 kJ/mol

Geometry (Å):
V1 0.020637 0.478214 -0.065679
O1 -0.547593 4.847065 3.552984
C1 -0.583132 3.742789 4.283152
O2 -0.676375 3.759361 5.478239
C2 -0.397986 2.448917 3.551505
C3 -0.340605 1.189311 4.138632
Cl1 -0.643541 0.761725 5.739901
N1 -0.131665 0.269310 3.163705
N2 0.007352 0.897161 1.981138
C4 -0.168788 2.194750 2.198553
C5 -0.066439 3.051760 0.978533
O3 -0.117541 4.256969 1.022957
O4 0.108776 2.346551 -0.117815
C6 0.116697 -1.142900 3.250743
C7 -0.559641 -1.995830 2.391344
C8 -0.286057 -3.354388 2.432587
C9 0.646390 -3.856332 3.328604
C10 1.308334 -2.993393 4.190011
C11 1.045547 -1.633266 4.157780
H1 -0.399477 4.683830 2.592272
H2 -1.344087 -1.643041 1.734811
H3 -0.833006 -4.022118 1.781013
H4 0.840933 -4.919259 3.368652
H5 2.034806 -3.376851 4.893350
H6 1.575849 -0.964244 4.818582
O5 1.883182 -0.169420 -0.074725
S1 2.944137 -0.339866 1.046110
C12 4.431014 -0.573417 0.113404
C13 5.479016 -1.199445 0.771612
C14 6.678846 -1.368993 0.098395
C15 6.804576 -0.931408 -1.212766
C16 5.735648 -0.325520 -1.861830
C17 4.533167 -0.139336 -1.199656
C18 3.181056 1.285893 1.719007
C19 3.240759 1.383250 3.101672
C20 3.358815 2.638806 3.681883
C21 3.396023 3.767858 2.876117
C22 3.335954 3.653061 1.489784
C23 3.235017 2.405848 0.898596
H7 5.359865 -1.550046 1.789790
H8 7.508425 -1.853811 0.593943
H9 7.739915 -1.073208 -1.736881
H10 5.838400 0.000232 -2.887864
H11 3.686071 0.312409 -1.697870
H12 3.195203 0.488286 3.710561
H13 3.407052 2.735481 4.758438
H14 3.467153 4.747727 3.329010
H15 3.360867 4.540256 0.872081
H16 3.179154 2.306291 -0.177721
Cl2 0.359098 0.137295 -2.644473
C24 -0.710115 0.558773 -3.993301
C25 -0.129370 0.486466 -5.246817
C26 -0.876798 0.872231 -6.345149
C27 -2.178255 1.321420 -6.182337
C28 -2.743709 1.358087 -4.919260
Cl3 -4.372990 1.882964 -4.736677
C29 -2.025800 0.963886 -3.782423
N3 -2.634512 0.920643 -2.521545
C30 -2.826715 2.088964 -1.747845
C31 -2.433255 3.329981 -2.237254
C32 -2.638012 4.485086 -1.500661
C33 -3.228699 4.412608 -0.250926
C34 -3.609384 3.173417 0.240670
C35 -3.428516 1.998173 -0.482686
C36 -3.934059 0.709443 0.122717
C37 -2.966275 -0.452939 0.234496
O6 -3.282195 -1.565557 0.545526
O7 -1.701867 -0.135628 -0.072853
H17 0.891749 0.149870 -5.356068
H18 -0.441528 0.825579 -7.333336
H19 -2.768107 1.626807 -7.034747
H20 -2.325898 0.128961 -1.985959
H21 -1.959727 3.394252 -3.208465
H22 -2.326795 5.438659 -1.905576
H23 -3.389981 5.304741 0.338281
H24 -4.079627 3.112333 1.216126
H25 -4.833066 0.336917 -0.372029
H26 -4.229307 0.913990 1.155503

Forces on the atoms, in the same order (eV/Å):
0.142 0.108 0.047
-0.128 0.018 0.222
0.441 0.068 0.001
-0.178 -0.023 0.041
0.101 0.105 0.041
-0.449 -0.055 -0.138
0.139 -0.161 -0.039
0.344 0.189 0.054
-0.247 -0.076 0.042
0.028 -0.056 -0.029
0.009 -0.109 -0.033
0.089 0.031 -0.131
-0.039 0.024 -0.062
-0.040 -0.230 0.035
-0.194 0.041 0.023
0.040 -0.075 0.050
-0.043 0.028 -0.029
0.009 0.000 0.040
0.124 0.116 -0.102
-0.041 0.031 -0.095
0.084 0.041 0.025
-0.001 0.018 -0.023
0.028 -0.001 -0.007
-0.010 -0.003 0.020
-0.021 0.079 0.088
-0.566 0.034 -0.045
0.113 0.033 0.026
0.012 -0.035 -0.012
-0.007 0.022 0.009
0.002 -0.005 -0.002
0.000 -0.007 0.013
0.014 -0.006 0.013
-0.023 0.001 -0.013
-0.100 -0.038 -0.015
-0.022 -0.061 -0.003
-0.009 0.033 0.008
-0.018 -0.021 0.019
-0.015 -0.001 0.004
-0.009 -0.008 -0.029
0.015 -0.007 0.001
0.005 0.002 -0.004
0.000 0.001 -0.004
-0.001 0.000 -0.001
0.002 0.003 0.003
-0.008 0.012 0.022
-0.004 -0.003 -0.009
0.002 -0.001 0.000
-0.003 -0.001 -0.008
-0.008 0.013 -0.008
-0.023 -0.123 0.044
-0.056 0.153 -0.129
0.052 0.007 0.046
-0.034 0.003 -0.013
0.038 -0.008 0.026
0.065 -0.024 -0.025
-0.012 -0.001 0.011
-0.070 -0.004 0.087
0.056 0.005 -0.026
-0.075 0.029 -0.039
-0.017 0.020 -0.018
-0.025 -0.024 0.031
0.006 -0.008 -0.013
0.064 0.014 0.052
0.009 0.001 0.031
0.082 0.068 0.048
-0.057 0.296 -0.184
-0.013 -0.159 0.150
0.498 -0.187 -0.059
-0.001 0.000 -0.001
0.004 0.002 -0.001
-0.013 0.006 0.009
0.001 -0.071 0.099
0.006 0.002 -0.006
0.007 -0.002 0.002
0.000 0.003 -0.003
-0.004 -0.002 -0.001
0.052 -0.047 -0.098
-0.101 -0.020 -0.025

Löwdin atomic charge list, values in e, 4 entries: number 1, V, carries 0.959; number 2, O, carries 0.147; number 3, C, carries -0.494; number 4, O, carries 0.109